1.
C31H24BBrMgO2P2S2 | ωB97M-V/def2-TZVPD

```
64
Properties=species:S:1:pos:R:3:mulliken_charge:R:1
Mg 11.473 11.197 14.402 0.6492
S 9.854 9.352 15.142 -0.7245
P 9.961 10.632 16.696 1.7264
C 10.693 12.066 16.221 -1.1145
P 10.189 13.544 16.829 1.3818
S 8.694 14.582 16.092 -0.6176
C 9.853 13.468 18.656 0.2104
C 10.845 12.964 19.502 -0.6294
C 10.679 12.868 20.887 -0.6994
C 9.535 13.335 21.468 -0.4917
C 8.637 14.046 20.659 -0.5017
C 8.775 14.110 19.260 -0.2663
C 11.672 14.599 16.934 0.0668
C 12.921 14.063 16.661 -0.2555
C 14.051 14.835 16.935 -0.6936
C 13.912 16.156 17.471 -0.4892
C 12.650 16.610 17.804 -0.7423
C 11.522 15.849 17.509 -0.3567
C 10.938 9.730 17.991 0.4054
C 12.281 10.142 18.223 -0.1170
C 13.077 9.481 19.181 -0.9800
C 12.482 8.472 19.914 -0.4754
C 11.172 8.065 19.663 -0.5818
C 10.375 8.670 18.722 -0.5723
C 8.338 10.796 17.491 0.4192
C 7.332 11.254 16.684 -0.6419
C 6.114 11.627 17.248 -0.6566
C 5.888 11.622 18.632 -0.5088
C 6.881 11.118 19.448 -0.6928
C 8.089 10.691 18.865 -0.2700
H 11.762 12.542 19.147 0.4473
H 11.498 12.389 21.418 0.4032
H 9.331 13.223 22.531 0.3505
H 7.777 14.533 21.138 0.3274
H 8.016 14.660 18.661 0.2898
H 13.034 13.108 16.214 0.3100
H 15.048 14.476 16.727 0.4192
H 14.808 16.688 17.707 0.3737
H 12.530 17.533 18.305 0.3996
H 10.512 16.157 17.789 0.3637
H 12.667 10.924 17.568 0.2448
H 14.098 9.746 19.316 0.4794
H 13.042 7.986 20.710 0.3377
H 10.793 7.259 20.270 0.3642
H 9.378 8.265 18.531 0.4729
H 7.446 11.249 15.619 0.3834
H 5.331 11.992 16.605 0.3587
H 4.927 11.993 18.976 0.3585
H 6.678 11.000 20.556 0.2278
H 8.884 10.304 19.474 0.2772
Br 13.885 10.526 14.954 -0.7970
O 10.514 10.568 11.360 -0.3275
B 11.067 11.637 12.158 0.2495
O 11.451 12.655 11.209 -0.3505
C 11.094 12.202 9.995 0.7074
C 11.203 12.878 8.798 -0.8511
C 10.823 12.225 7.627 -0.4830
C 10.259 10.925 7.676 -0.3560
C 10.170 10.233 8.908 -0.9343
C 10.612 10.914 10.018 0.5850
H 11.621 13.861 8.766 0.4503
H 10.995 12.736 6.690 0.3433
H 9.880 10.472 6.748 0.3108
H 9.688 9.290 8.988 0.4837
```

Values from the calculation:
net charge = -2
highest occupied orbital energy = -1.54 eV
multiplicity = 1
E_tot = -5624.4850 a.u.
gap between HOMO and LUMO = 6.1 eV

2.
C31H24BI2N6NaO2S2Se2 | ωB97M-V/def2-TZVPD

```
71
Properties=species:S:1:pos:R:3:mulliken_charge:R:1
Na -0.475 0.007 0.327 0.8971
C -2.518 -5.128 0.155 -0.7230
S -3.807 -4.076 -0.546 -0.1409
C -2.885 -2.506 -0.569 0.2717
S -1.365 -2.416 -1.317 -0.3667
N -3.566 -1.552 -0.009 -1.1958
N -2.877 -0.375 0.118 0.5669
C -3.582 0.678 0.123 -1.2058
C -2.985 1.984 0.486 1.0822
C -3.788 3.113 0.527 -0.7168
C -3.239 4.318 0.941 -0.4268
C -1.914 4.352 1.323 -0.9498
C -1.183 3.173 1.243 -0.9211
N -1.686 2.023 0.810 0.3211
H -2.836 -6.163 0.028 0.3412
H -1.588 -4.959 -0.388 0.1526
H -2.378 -4.918 1.214 0.2495
H -4.652 0.635 -0.082 0.2788
H -4.834 3.034 0.257 0.3842
H -3.851 5.211 0.992 0.4437
H -1.451 5.253 1.702 0.5327
H -0.147 3.150 1.565 0.8614
Se 2.032 2.039 -0.657 -0.2356
Se 4.500 -0.505 -1.952 -0.4520
C 3.364 -1.854 -1.244 -0.1558
C 3.709 -3.215 -1.415 -0.7766
C 2.946 -4.215 -0.853 -0.3755
C 1.819 -3.877 -0.110 -1.0702
C 1.530 -2.534 -0.002 -0.3976
N 2.250 -1.540 -0.538 0.5754
C 1.203 1.376 -2.272 0.4087
C 1.876 1.477 -3.482 -0.4857
C 1.253 0.972 -4.607 -0.3950
C -0.007 0.408 -4.485 -0.9095
C -0.600 0.369 -3.236 -0.5732
N -0.002 0.839 -2.134 0.4388
H 4.596 -3.444 -1.990 0.4049
H 3.228 -5.254 -0.984 0.3380
H 1.191 -4.619 0.365 0.4747
H 0.666 -2.230 0.584 0.6356
H 2.868 1.901 -3.515 0.4900
H 1.756 1.004 -5.566 0.4071
H -0.516 -0.024 -5.336 0.4001
H -1.577 -0.071 -3.088 0.4620
I 1.116 0.664 3.262 0.1259
I -1.082 2.764 4.823 -0.7742
O 0.071 4.080 -1.618 -0.5224
B 1.134 3.752 -0.768 0.9553
O 1.497 4.863 0.012 -0.5618
C 0.620 5.855 -0.352 0.7986
C 0.538 7.138 0.128 -1.0800
C -0.469 7.947 -0.411 -0.4512
C -1.333 7.469 -1.391 -0.5773
C -1.224 6.162 -1.877 -0.7725
C -0.232 5.383 -1.334 0.5212
H 1.219 7.496 0.888 0.4758
H -0.580 8.962 -0.053 0.3838
H -2.112 8.114 -1.777 0.3730
H -1.891 5.769 -2.633 0.4959
N 6.536 -4.156 1.342 -0.6165
C 5.727 -3.382 1.608 -0.0059
C 4.689 -2.436 1.972 0.5859
C 4.762 -1.110 1.559 -0.6488
C 3.749 -0.229 1.908 -0.2267
C 2.663 -0.666 2.660 -0.3340
C 2.602 -1.995 3.076 -0.4667
C 3.608 -2.878 2.730 -0.5093
H 5.579 -0.778 0.935 0.4974
H 3.795 0.791 1.555 0.5340
H 1.753 -2.343 3.651 0.4260
H 3.559 -3.915 3.037 0.4295
```

Values from the calculation:
net charge = -2
highest occupied orbital energy = -1.89 eV
multiplicity = 1
E_tot = -8056.7840 a.u.
ΔE to the lowest compared entry with this formula, charge and spin = 0.00 kcal/mol
gap between HOMO and LUMO = 5.4 eV

3.
C31H24BN10O2Ru | ωB97M-V/def2-TZVPD

```
69
Properties=species:S:1:pos:R:3:lowdin_spin:R:1
Ru -0.382 0.889 -0.405 -0.0106
C -3.200 3.904 -0.891 -0.0001
C -2.216 3.099 -1.458 -0.0001
N -2.152 1.923 -0.832 0.0001
N -3.067 1.969 0.156 0.0000
C -3.712 3.138 0.141 -0.0002
B -3.140 0.755 1.107 0.0000
N -2.874 -0.520 0.251 -0.0001
C -3.720 -1.542 0.053 0.0000
C -3.123 -2.460 -0.781 0.0000
C -1.871 -1.906 -1.056 -0.0002
N -1.718 -0.745 -0.424 -0.0001
N -2.022 0.889 2.151 0.0000
C -2.048 1.093 3.474 0.0000
C -0.749 1.059 3.939 0.0000
C 0.021 0.816 2.801 0.0000
N -0.759 0.708 1.726 0.0000
H -3.495 4.894 -1.185 0.0000
H -1.566 3.302 -2.293 0.0000
H -4.491 3.340 0.856 0.0000
H -4.211 0.688 1.640 0.0000
H -4.688 -1.534 0.523 0.0000
H -3.531 -3.389 -1.137 0.0000
H -1.084 -2.300 -1.671 0.0000
H -2.984 1.231 3.986 0.0000
H -0.407 1.178 4.951 0.0000
H 1.088 0.706 2.710 0.0000
O 4.167 2.933 1.926 -0.0001
C 3.229 3.877 2.141 -0.0003
C 3.570 4.945 2.970 0.0000
C 2.651 5.940 3.236 -0.0003
C 1.375 5.897 2.680 0.0000
C 1.038 4.842 1.857 -0.0002
C 1.948 3.824 1.572 0.0001
C 1.502 2.676 0.759 -0.0018
O 0.366 2.722 0.204 -0.0039
N 2.285 1.602 0.715 -0.0046
N 1.705 0.665 -0.106 -0.0134
C 1.934 -0.580 0.071 0.0361
C 0.851 -0.984 -2.271 0.0264
C 0.988 -1.763 -3.417 0.0015
C 0.334 -1.406 -4.582 0.0018
C -0.445 -0.262 -4.583 -0.0035
C -0.519 0.482 -3.420 0.0033
N 0.110 0.143 -2.288 0.0001
H 3.736 2.188 1.452 -0.0001
H 4.562 4.962 3.398 0.0000
H 2.927 6.754 3.894 0.0000
H 0.656 6.674 2.895 0.0000
H 0.057 4.779 1.407 0.0000
H 2.510 -0.948 0.921 0.0030
H 1.599 -2.653 -3.375 0.0013
H 0.430 -2.014 -5.471 0.0003
H -0.986 0.059 -5.461 -0.0003
H -1.108 1.386 -3.367 0.0003
N 1.187 -9.520 -1.018 0.0701
C 1.280 -8.375 -0.960 0.0181
C 1.394 -6.952 -0.886 0.1377
C 2.559 -6.324 -1.350 -0.0211
C 2.668 -4.958 -1.313 0.1288
C 1.596 -4.163 -0.820 0.0405
C 0.441 -4.823 -0.306 0.1297
C 0.345 -6.190 -0.353 -0.0199
C 1.642 -2.798 -0.839 0.4167
C 1.474 -1.508 -0.988 0.0612
H 3.372 -6.925 -1.733 -0.0040
H 3.570 -4.472 -1.658 0.0059
H -0.361 -4.229 0.112 0.0057
H -0.538 -6.687 0.023 -0.0039
```

Values from the calculation:
highest occupied orbital energy (alpha / beta) = -7.23 / -7.23 eV
multiplicity = 2
E_tot = -2013.5300 a.u.
ΔE to the lowest compared entry with this formula, charge and spin = 24.17 kcal/mol
gap between HOMO and LUMO (alpha / beta) = 7.0 / 5.5 eV